Molecular formula: C2H6Br2O
Method: DFT, the ωB97M-V functional and the def2-TZVPD basis

```
11
C2H6Br2O (the ωB97M-V functional and the def2-TZVPD basis)
Br 0.3119 -1.3264 2.7038
Br -2.1081 0.6336 1.8011
C 0.0000 0.0000 0.0000
C -0.7566 -0.6274 1.1454
H 0.4202 0.9891 0.2486
H -0.8062 0.1362 -0.7403
H 0.7945 -0.6157 -0.4543
H -1.2701 -1.5127 0.7183
O -1.5496 -0.1468 -2.8314
H -1.3950 -1.1186 -2.8407
H -1.3270 0.1485 -3.7433
```

The electronic energy is -144303.5308 eV. The value obtained for the largest force on an atom is 1.30 eV Å⁻¹. For the HOMO-LUMO gap, the calculation gives 10.47 eV. As for the LUMO energy: 0.01772 Ha.



Molecular formula: CH2CaLiO
Method: DFT, the ωB97M-V functional and the def2-TZVPD basis

```
6
CH2CaLiO (the ωB97M-V functional and the def2-TZVPD basis)
C -0.0842 -0.5132 -0.2192
O 0.7707 0.4468 0.0453
H -0.6157 -0.8269 0.7198
Ca 1.5233 -1.8291 -1.2992
Li -0.1172 1.9587 0.7067
H -1.4770 0.7636 0.0465
```

The electronic energy is -21755.4054 eV. The value obtained for the largest force on an atom is 2.48 eV Å⁻¹. For the HOMO-LUMO gap (spin up / spin down), the calculation gives 5.16 / 6.49 eV. As for the LUMO energy (spin up / spin down): -0.00743 / -0.00900 Ha. As for the spin multiplicity: 2.



Molecular formula: C3H7N3
Method: DFT, the ωB97M-V functional and the def2-TZVPD basis

```
13
C3H7N3 (the ωB97M-V functional and the def2-TZVPD basis)
N 0.7008 0.3085 1.6110
C 0.8892 0.2573 0.1551
C -0.3471 -0.3339 -0.6438
N -1.5159 -0.2463 0.1858
C -0.5206 0.2383 -2.0738
N -0.6255 0.3588 -3.2270
H 1.3835 -0.2483 2.1145
H 0.7805 1.2552 1.9663
H 1.7643 -0.3578 -0.0757
H 1.0806 1.2607 -0.2241
H -0.1147 -1.3534 -0.9717
H -1.2592 -0.1860 1.1700
H -2.2159 -0.9530 0.0134
```

The electronic energy is -7693.9182 eV. The value obtained for the largest force on an atom is 1.83 eV Å⁻¹. For the HOMO-LUMO gap, the calculation gives 10.28 eV. As for the LUMO energy: 0.02539 Ha.



Molecular formula: C5H13NO2
Method: DFT, the ωB97M-V functional and the def2-TZVPD basis

```
21
C5H13NO2 (the ωB97M-V functional and the def2-TZVPD basis)
O 0.9991 0.9277 -1.1955
C 0.5200 -0.2417 -1.1863
N -0.2103 -0.6439 -0.1442
C 1.8396 -0.5720 -3.3473
C -0.2217 -0.6394 2.3503
C 0.8166 -1.2205 -2.3375
C -0.5017 0.1089 1.0950
H -0.4510 -1.6371 -0.0975
H 2.1107 -1.4345 -3.9792
H 2.7646 -0.1268 -2.9440
H 1.3327 0.1792 -3.9761
H 0.8537 -0.7459 2.5714
H -0.6759 -1.6441 2.3208
H -0.6931 -0.0640 3.1647
H 1.1657 -2.1793 -1.9081
H -0.1254 -1.4196 -2.8838
H -1.5945 0.2854 1.0811
H -0.0026 1.0943 1.1687
O -2.9784 3.4627 3.2461
H -2.8599 2.6283 3.7541
H -2.0883 3.8822 3.2471
```

The electronic energy is -10981.0042 eV. The value obtained for the largest force on an atom is 3.74 eV Å⁻¹. For the HOMO-LUMO gap, the calculation gives 10.02 eV. As for the LUMO energy: 0.02169 Ha.



Molecular formula: C5H11N
Method: DFT, the ωB97M-V functional and the def2-TZVPD basis

```
17
C5H11N (the ωB97M-V functional and the def2-TZVPD basis)
C -2.1068 0.9027 -0.0121
C -0.9801 0.4524 0.8584
H -2.8741 1.3924 0.6025
H -2.5481 0.0694 -0.5584
H -1.7814 1.6409 -0.7478
H -1.1765 -0.3935 1.5084
H -0.4680 1.2477 1.3892
H 1.3902 0.2331 1.4999
C 1.8053 -0.1351 0.5334
C 0.3906 -0.3530 -0.5037
C 0.1944 -1.6140 -0.9244
N 2.6776 0.7797 0.0367
H 2.6870 0.7468 -0.9848
H 2.2068 -1.1201 0.8364
H 0.1906 0.4161 -1.2488
H 0.7000 -2.4328 -0.4268
H -0.3074 -1.8326 -1.8580
```

The electronic energy is -6847.7139 eV. The value obtained for the largest force on an atom is 4.14 eV Å⁻¹. For the HOMO-LUMO gap (spin up / spin down), the calculation gives 9.21 / 6.90 eV. As for the LUMO energy (spin up / spin down): -0.00647 / -0.01340 Ha.



Molecular formula: C4H7IO2S
Method: DFT, the ωB97M-V functional and the def2-TZVPD basis

```
15
C4H7IO2S (the ωB97M-V functional and the def2-TZVPD basis)
C 0.1936 2.6522 -0.6615
C 0.2101 -1.1879 -1.0979
C -0.6649 -1.2142 -0.1355
C -0.7959 -1.8750 1.1885
O 1.9664 0.5160 -0.4787
O 0.8745 1.3875 1.5481
S 1.0734 1.5016 0.1207
I -2.3132 0.2103 -0.3893
H 0.5306 2.6121 -1.6815
H -0.0783 3.4945 -0.0164
H 1.1491 -1.8589 -1.0800
H 0.1524 -0.5387 -1.8952
H -0.8155 -0.9971 1.8671
H 0.2358 -2.3616 1.4666
H -1.7181 -2.3409 1.2450
```

The electronic energy is -27288.3471 eV. The value obtained for the largest force on an atom is 4.70 eV Å⁻¹. For the HOMO-LUMO gap, the calculation gives 8.91 eV. As for the LUMO energy: 0.00279 Ha.